Molecular formula: C25H58ClN15O24
Method: DFT, ωB97M-V/def2-TZVPD

## Properties
- DFT total energy: -4073.64260 Eh
- HOMO-LUMO gap: 9.08 eV
- HOMO level: -9.297 eV
- Multiplicity: 1
- SMILES: [H]/N=C(\N)NCCCC[C@H]1C(=O)N[C@H](CC(=O)Cl)[C@@H]1CCC.C[N+](=O)[O-].C[N+](=O)[O-].C[N+](=O)[O-].C[N+](=O)[O-].C[N+](=O)[O-].C[N+](=O)[O-].C[N+](=O)[O-].C[N+](=O)[O-].C[N+](=O)[O-].C[N+](=O)[O-].C[N+](=O)[O-]
- E_LUMO: -0.22 eV

Last columns: bonded neighbours and bond lengths (Å).
Cartesian coordinates (Å):
1 C -0.49 -3.84 0.92  C2 1.532, H22 1.093, H23 1.092, H24 1.093
2 C 1.01 -3.98 0.64  C1 1.532, C3 1.545, H25 1.093, H26 1.094
3 C 1.76 -2.69 0.24  C2 1.545, C4 1.527, H27 1.095, H28 1.095
4 C 1.18 -1.34 0.63  C3 1.527, C5 1.548, C13 1.554, H29 1.095
5 C 1.51 -0.72 2.01  C4 1.548, C6 1.532, N10 1.481, H30 1.096
6 C 2.85 -1.04 2.68  C5 1.532, C7 1.507, H31 1.091, H32 1.097
7 C 4.17 -0.99 1.94  C6 1.507, O8 1.200, Cl9 1.774
8 O 4.93 -1.91 1.86  C7 1.200
9 Cl 4.65 0.58 1.27  C7 1.774
10 N 1.26 0.73 1.87  C5 1.481, C11 1.440, H33 1.021
11 C 1.58 1.04 0.50  N10 1.440, O12 1.209, C13 1.515
12 O 1.68 2.18 0.10  C11 1.209
13 C 1.70 -0.23 -0.32  C4 1.554, C11 1.515, C14 1.528, H34 1.097
14 C 0.97 -0.07 -1.65  C13 1.528, C15 1.534, H35 1.093, H36 1.096
15 C -0.52 0.29 -1.51  C14 1.534, C16 1.544, H37 1.088, H38 1.099
16 C -1.50 -0.88 -1.77  C15 1.544, C17 1.520, H39 1.093, H40 1.094
17 C -2.78 -0.75 -0.98  C16 1.520, N18 1.477, H41 1.094, H42 1.099
18 N -2.55 -0.90 0.47  C17 1.477, C19 1.431, H43 1.015
19 C -3.65 -0.46 1.29  N18 1.431, N20 1.269, N21 1.433
20 N -3.98 0.76 1.32  C19 1.269, H44 1.022
21 N -4.29 -1.53 1.99  C19 1.433, H45 1.018, H46 1.017
22 H -0.68 -3.53 1.95  C1 1.093
23 H -1.00 -4.79 0.75  C1 1.092
24 H -0.97 -3.11 0.27  C1 1.093
25 H 1.48 -4.46 1.50  C2 1.093
26 H 1.14 -4.69 -0.19  C2 1.094
27 H 2.80 -2.76 0.60  C3 1.095
28 H 1.83 -2.69 -0.86  C3 1.095
29 H 0.09 -1.32 0.55  C4 1.095
30 H 0.80 -1.10 2.76  C5 1.096
31 H 2.81 -2.04 3.10  C6 1.091
32 H 2.95 -0.34 3.52  C6 1.097
33 H 0.25 0.86 1.91  N10 1.021
34 H 2.76 -0.42 -0.53  C13 1.097
35 H 1.49 0.70 -2.22  C14 1.093
36 H 1.06 -0.99 -2.22  C14 1.096
37 H -0.75 1.08 -2.22  C15 1.088
38 H -0.73 0.71 -0.52  C15 1.099
39 H -1.77 -0.83 -2.83  C16 1.093
40 H -1.01 -1.85 -1.59  C16 1.094
41 H -3.47 -1.55 -1.27  C17 1.094
42 H -3.27 0.21 -1.21  C17 1.099
43 H -1.76 -0.33 0.74  N18 1.015
44 H -4.78 0.88 1.95  N20 1.022
45 H -5.30 -1.37 1.96  N21 1.018
46 H -4.03 -1.49 2.97  N21 1.017
47 C 7.80 -3.24 3.02  N48 1.488, H51 1.083, H52 1.086, H53 1.086
48 N 8.34 -4.56 3.43  C47 1.488, O49 1.212, O50 1.215
49 O 7.54 -5.45 3.67  N48 1.212
50 O 9.54 -4.68 3.49  N48 1.215
51 H 6.72 -3.30 2.99  C47 1.083
52 H 8.15 -2.51 3.74  C47 1.086
53 H 8.21 -3.01 2.03  C47 1.086
54 C 2.76 3.89 2.63  N55 1.487, H58 1.083, H59 1.086, H60 1.084
55 N 3.82 4.13 3.65  C54 1.487, O56 1.214, O57 1.214
56 O 3.48 4.25 4.81  N55 1.214
57 O 4.96 4.18 3.25  N55 1.214
58 H 1.80 3.87 3.14  C54 1.083
59 H 2.81 4.70 1.91  C54 1.086
60 H 2.97 2.95 2.15  C54 1.084
61 C -0.25 4.77 -1.85  N62 1.485, H65 1.083, H66 1.085, H67 1.089
62 N -0.34 4.17 -3.21  C61 1.485, O63 1.212, O64 1.216
63 O 0.18 4.73 -4.14  N62 1.212
64 O -0.95 3.12 -3.27  N62 1.216
65 H 0.28 5.71 -1.92  C61 1.083
66 H -1.27 4.87 -1.49  C61 1.085
67 H 0.28 4.04 -1.24  C61 1.089
68 C -8.92 -0.12 2.91  N69 1.488, H72 1.082, H73 1.086, H74 1.086
69 N -7.87 -0.75 2.06  C68 1.488, O70 1.213, O71 1.217
70 O -7.59 -0.22 1.01  N69 1.213
71 O -7.33 -1.76 2.48  N69 1.217
72 H -9.26 0.77 2.40  C68 1.082
73 H -9.70 -0.86 3.05  C68 1.086
74 H -8.45 0.11 3.86  C68 1.086
75 C 12.09 -2.50 3.66  N76 1.489, H79 1.082, H80 1.086, H81 1.086
76 N 12.44 -1.18 3.06  C75 1.489, O77 1.214, O78 1.213
77 O 11.94 -0.88 2.00  N76 1.214
78 O 13.20 -0.48 3.70  N76 1.213
79 H 11.40 -3.01 2.99  C75 1.082
80 H 13.01 -3.05 3.78  C75 1.086
81 H 11.63 -2.31 4.62  C75 1.086
82 C -4.05 -2.96 -5.45  N83 1.488, H86 1.083, H87 1.087, H88 1.086
83 N -2.99 -2.96 -4.41  C82 1.488, O84 1.213, O85 1.213
84 O -3.33 -2.83 -3.26  N83 1.213
85 O -1.84 -3.08 -4.79  N83 1.213
86 H -5.01 -2.85 -4.96  C82 1.083
87 H -3.84 -2.12 -6.11  C82 1.087
88 H -3.98 -3.90 -5.99  C82 1.086
89 C -2.54 2.37 -6.43  N90 1.490, H93 1.084, H94 1.086, H95 1.086
90 N -3.15 1.08 -6.01  C89 1.490, O91 1.213, O92 1.217
91 O -2.67 0.47 -5.08  N90 1.213
92 O -4.11 0.69 -6.66  N90 1.217
93 H -1.71 2.59 -5.77  C89 1.084
94 H -2.23 2.25 -7.46  C89 1.086
95 H -3.31 3.13 -6.35  C89 1.086
96 C -3.76 3.86 1.79  N97 1.488, H100 1.082, H101 1.086, H102 1.085
97 N -3.88 4.79 0.63  C96 1.488, O98 1.215, O99 1.211
98 O -3.00 4.74 -0.21  N97 1.215
99 O -4.85 5.51 0.59  N97 1.211
100 H -2.86 3.28 1.67  C96 1.082
101 H -3.74 4.48 2.69  C96 1.086
102 H -4.65 3.24 1.79  C96 1.085
103 C -7.57 3.32 -0.34  N104 1.489, H107 1.083, H108 1.086, H109 1.086
104 N -8.84 3.34 0.45  C103 1.489, O105 1.216, O106 1.210
105 O -8.87 2.68 1.47  N104 1.216
106 O -9.75 4.01 0.03  N104 1.210
107 H -6.87 2.67 0.17  C103 1.083
108 H -7.83 2.95 -1.32  C103 1.086
109 H -7.22 4.34 -0.40  C103 1.086
110 C 1.77 2.73 -8.21  N111 1.488, H114 1.083, H115 1.086, H116 1.086
111 N 0.35 2.98 -8.57  C110 1.488, O112 1.213, O113 1.214
112 O -0.10 2.46 -9.56  N111 1.213
113 O -0.27 3.71 -7.82  N111 1.214
114 H 2.20 2.07 -8.96  C110 1.083
115 H 2.27 3.69 -8.18  C110 1.086
116 H 1.78 2.28 -7.22  C110 1.086
117 C 2.97 -4.72 5.65  N118 1.490, H121 1.083, H122 1.086, H123 1.086
118 N 1.93 -3.88 5.01  C117 1.490, O119 1.213, O120 1.212
119 O 1.73 -2.77 5.46  N118 1.213
120 O 1.34 -4.35 4.06  N118 1.212
121 H 3.40 -4.16 6.47  C117 1.083
122 H 2.48 -5.63 5.99  C117 1.086
123 H 3.71 -4.96 4.88  C117 1.086